[1]
C16H32NO12PSSi | ωB97M-V/def2-TZVPD

Each atom is followed by the atoms it is bonded to, with distances in Å.
Element x y z (Å)
1 S -0.85 -5.11 -3.41  C32 1.550
2 P -0.51 -3.49 0.21  O11 1.467, O12 1.594, O14 1.589, C17 1.864
3 Si -3.14 1.16 0.47  O15 1.672, C25 1.879, C27 1.883, C28 1.871
4 O 1.81 3.52 -4.00  C23 1.205
5 O -0.16 -1.00 -0.68  C17 1.421, C18 1.383
6 O 1.83 -0.58 -1.67  C18 1.188
7 O 2.55 -0.84 6.67  C19 1.437, C26 1.330
8 O 0.49 1.91 -4.87  C21 1.435, C23 1.329
9 O 1.38 0.26 5.22  C20 1.430, C26 1.333
10 O 1.51 3.25 -6.23  C23 1.335, C29 1.435
11 O 0.78 -4.14 -0.05  P2 1.467
12 O -1.66 -4.59 0.19  P2 1.594, H64 0.967
13 O 1.65 -1.97 4.92  C26 1.206
14 O -0.52 -2.75 1.62  P2 1.589, H45 0.975
15 O -2.61 -0.39 0.82  Si3 1.672, C22 1.403
16 N -0.34 -2.60 -2.35  C17 1.462, C32 1.216
17 C -0.86 -2.17 -1.06  P2 1.864, O5 1.421, N16 1.462, C31 1.521
18 C 1.22 -1.07 -0.78  O5 1.383, O6 1.188, H62 1.094
19 C 3.15 -2.06 7.14  O7 1.437, C24 1.513, H41 1.090, H53 1.088
20 C 0.65 0.28 3.99  O9 1.430, H33 1.089, H55 1.086, H58 1.088
21 C 0.26 1.42 -3.54  O8 1.435, H46 1.087, H50 1.087, H59 1.085
22 C -3.08 -1.48 0.08  O15 1.403, C31 1.534, H37 1.093, H51 1.095
23 C 1.32 2.95 -4.94  O4 1.205, O8 1.329, O10 1.335
24 C 4.40 -2.42 6.36  C19 1.513, H57 1.090, H61 1.089, H63 1.090
25 C -2.28 1.91 -1.02  Si3 1.879, H43 1.088, H49 1.087, H54 1.088
26 C 1.84 -0.95 5.55  O7 1.330, O9 1.333, O13 1.206
27 C -5.01 1.29 0.26  Si3 1.883, H38 1.089, H47 1.088, H52 1.087
28 C -2.67 2.18 1.97  Si3 1.871, H36 1.089, H40 1.090, H42 1.087
29 C 2.41 4.34 -6.48  O10 1.435, C30 1.513, H48 1.088, H60 1.090
30 C 3.85 3.92 -6.33  C29 1.513, H35 1.090, H39 1.089, H44 1.091
31 C -2.33 -1.79 -1.22  C17 1.521, C22 1.534, H34 1.090, H56 1.089
32 C -0.59 -3.69 -2.83  S1 1.550, N16 1.216
33 H 1.33 0.11 3.16  C20 1.089
34 H -2.34 -0.90 -1.84  C31 1.090
35 H 4.51 4.74 -6.62  C30 1.090
36 H -3.27 3.09 2.00  C28 1.089
37 H -4.15 -1.42 -0.16  C22 1.093
38 H -5.40 1.84 1.12  C27 1.089
39 H 4.08 3.64 -5.31  C30 1.089
40 H -2.92 1.62 2.87  C28 1.090
41 H 2.42 -2.86 7.12  C19 1.090
42 H -1.61 2.45 1.95  C28 1.087
43 H -2.95 1.91 -1.88  C25 1.088
44 H 4.07 3.06 -6.97  C30 1.091
45 H 0.12 -3.25 2.15  O14 0.975
46 H -0.53 0.68 -3.63  C21 1.087
47 H -5.22 1.89 -0.62  C27 1.088
48 H 2.20 4.64 -7.50  C29 1.088
49 H -2.01 2.94 -0.78  C25 1.087
50 H -0.08 2.23 -2.89  C21 1.087
51 H -2.99 -2.35 0.76  C22 1.095
52 H -5.55 0.35 0.22  C27 1.087
53 H 3.40 -1.86 8.18  C19 1.088
54 H -1.39 1.33 -1.24  C25 1.088
55 H 0.22 1.27 3.90  C20 1.086
56 H -2.87 -2.57 -1.74  C31 1.089
57 H 4.88 -3.29 6.80  C24 1.090
58 H -0.14 -0.46 3.99  C20 1.088
59 H 1.15 0.95 -3.14  C21 1.085
60 H 2.16 5.17 -5.82  C29 1.090
61 H 4.16 -2.64 5.32  C24 1.089
62 H 1.71 -1.58 0.05  C18 1.094
63 H 5.10 -1.58 6.37  C24 1.090
64 H -2.56 -4.23 0.26  O12 0.967

The structure (SMILES) is C[Si](C)(C)OCC[C@@](N=C=S)(OC=O)P(=O)(O)O.CCOC(=O)OC.CCOC(=O)OC. For the HOMO energy, the calculation gives -9.74 eV.

Atomic partial charges in e from the natural (NBO) method, atoms 1 to 8: 0.12, 2.30, 1.88, -0.65, -0.55, -0.50, -0.49, -0.50

---

[2]
C28H84O14S14 | ωB97M-V/def2-TZVPD

Each atom is followed by the atoms it is bonded to, with distances in Å.
Element x y z (Å)
1 S 16.70 1.91 -10.93  O24 1.527, C42 1.887, C55 1.840
2 S 8.93 4.30 2.78  O20 1.497, C32 1.887, C43 1.837
3 S 7.67 17.01 -2.08  O23 1.492, C37 1.820, C41 1.845
4 S 10.34 7.13 -12.93  O15 1.521, C51 1.800, C52 1.860
5 S 10.27 0.38 -7.38  O16 1.503, C31 1.868, C50 1.835
6 S 14.17 -0.75 0.13  O21 1.521, C29 1.841, C34 1.795
7 S 2.93 5.52 -2.36  O19 1.498, C33 1.804, C45 1.852
8 S 19.66 13.17 -5.86  O25 1.541, C40 1.885, C44 1.863
9 S 16.07 9.28 2.93  O26 1.536, C54 1.849, C56 1.876
10 S 20.46 4.00 -2.97  O28 1.509, C36 1.869, C46 1.862
11 S 7.09 11.55 2.73  O18 1.522, C35 1.777, C49 1.845
12 S 12.59 8.69 -4.45  O27 1.522, C48 1.878, C53 1.841
13 S 15.55 15.77 0.28  O22 1.478, C30 1.817, C38 1.845
14 S 3.93 11.18 -6.79  O17 1.512, C39 1.906, C47 1.789
15 O 9.65 5.82 -13.28  S4 1.521
16 O 9.11 -0.50 -7.73  S5 1.503
17 O 2.49 11.36 -6.38  S14 1.512
18 O 7.32 11.03 4.14  S11 1.522
19 O 2.59 4.42 -3.31  S7 1.498
20 O 7.46 4.41 2.53  S2 1.497
21 O 12.72 -0.35 -0.07  S6 1.521
22 O 14.44 15.27 1.12  S13 1.478
23 O 7.99 15.74 -2.80  S3 1.492
24 O 16.61 0.39 -10.79  S1 1.527
25 O 18.29 13.63 -6.38  S8 1.541
26 O 15.57 7.95 3.49  S9 1.536
27 O 11.22 8.03 -4.41  S12 1.522
28 O 19.15 3.53 -3.56  S10 1.509
29 C 14.73 -1.41 -1.49  S6 1.841, H58 1.090, H115 1.090, H131 1.090
30 C 16.38 16.95 1.40  S13 1.817, H82 1.090, H113 1.090, H117 1.090
31 C 10.35 1.47 -8.89  S5 1.868, H77 1.090, H108 1.090, H138 1.090
32 C 9.83 5.00 1.27  S2 1.887, H84 1.090, H112 1.090, H135 1.090
33 C 2.74 4.72 -0.76  S7 1.804, H69 1.090, H85 1.090, H129 1.090
34 C 15.16 0.75 0.16  S6 1.795, H99 1.090, H109 1.090, H120 1.090
35 C 8.67 11.36 1.95  S11 1.777, H62 1.090, H70 1.090, H106 1.090
36 C 21.43 4.65 -4.43  S10 1.869, H100 1.090, H104 1.090, H139 1.090
37 C 7.62 18.38 -3.27  S3 1.820, H59 1.090, H67 1.090, H125 1.090
38 C 16.97 14.59 0.19  S13 1.845, H71 1.090, H105 1.090, H130 1.090
39 C 4.05 9.37 -7.36  S14 1.906, H73 1.090, H103 1.090, H118 1.090
40 C 21.02 13.49 -7.12  S8 1.885, H61 1.090, H79 1.090, H83 1.090
41 C 5.89 17.21 -1.65  S3 1.845, H74 1.090, H75 1.090, H90 1.090
42 C 17.22 2.49 -9.21  S1 1.887, H63 1.090, H102 1.090, H121 1.090
43 C 9.37 5.69 3.89  S2 1.837, H76 1.090, H80 1.090, H91 1.090
44 C 19.78 11.31 -5.80  S8 1.863, H110 1.090, H114 1.090, H136 1.090
45 C 4.78 5.53 -2.36  S7 1.852, H65 1.090, H127 1.090, H133 1.090
46 C 21.57 2.52 -2.72  S10 1.862, H57 1.090, H93 1.090, H124 1.090
47 C 4.92 10.85 -5.34  S14 1.789, H87 1.090, H123 1.090, H126 1.090
48 C 13.75 7.28 -3.99  S12 1.878, H86 1.090, H89 1.090, H107 1.090
49 C 6.18 10.09 2.06  S11 1.845, H81 1.090, H95 1.090, H119 1.090
50 C 9.74 1.75 -6.28  S5 1.835, H66 1.090, H78 1.090, H132 1.090
51 C 9.84 7.53 -11.25  S4 1.800, H64 1.090, H68 1.090, H122 1.090
52 C 9.39 8.49 -13.75  S4 1.860, H60 1.090, H128 1.090, H137 1.090
53 C 12.90 9.81 -3.03  S12 1.841, H88 1.090, H92 1.090, H134 1.090
54 C 15.78 10.56 4.23  S9 1.849, H72 1.090, H101 1.090, H111 1.090
55 C 18.24 2.30 -11.86  S1 1.840, H94 1.090, H97 1.090, H116 1.090
56 C 17.94 9.12 3.10  S9 1.876, H96 1.090, H98 1.090, H140 1.090
57 H 21.20 2.04 -1.82  C46 1.090
58 H 14.62 -2.49 -1.59  C29 1.090
59 H 6.79 18.27 -3.97  C37 1.090
60 H 9.65 9.47 -13.35  C52 1.090
61 H 21.95 13.07 -6.73  C40 1.090
62 H 9.45 11.86 2.53  C35 1.090
63 H 17.02 3.55 -9.09  C42 1.090
64 H 9.99 8.58 -10.99  C51 1.090
65 H 5.15 5.98 -1.44  C45 1.090
66 H 10.49 2.54 -6.32  C50 1.090
67 H 7.54 19.27 -2.65  C37 1.090
68 H 8.82 7.19 -11.06  C51 1.090
69 H 3.44 3.89 -0.68  C33 1.090
70 H 8.90 10.29 1.94  C35 1.090
71 H 17.87 15.03 -0.24  C38 1.090
72 H 15.48 11.49 3.75  C54 1.090
73 H 5.08 9.00 -7.29  C39 1.090
74 H 5.69 16.41 -0.93  C41 1.090
75 H 5.30 16.98 -2.54  C41 1.090
76 H 8.85 5.60 4.85  C43 1.090
77 H 11.06 2.27 -8.66  C31 1.090
78 H 9.77 1.40 -5.25  C50 1.090
79 H 20.86 12.87 -8.00  C40 1.090
80 H 10.46 5.77 3.97  C43 1.090
81 H 6.50 9.20 2.60  C49 1.090
82 H 15.64 17.67 1.74  C30 1.090
83 H 21.25 14.53 -7.34  C40 1.090
84 H 9.73 4.25 0.48  C32 1.090
85 H 1.70 4.46 -0.55  C33 1.090
86 H 14.69 7.72 -3.66  C48 1.090
87 H 5.91 10.51 -5.64  C47 1.090
88 H 12.15 10.59 -3.02  C53 1.090
89 H 13.85 6.69 -4.90  C48 1.090
90 H 5.73 18.19 -1.21  C41 1.090
91 H 9.10 6.66 3.47  C43 1.090
92 H 12.92 9.38 -2.02  C53 1.090
93 H 22.60 2.79 -2.49  C46 1.090
94 H 18.95 2.85 -11.25  C55 1.090
95 H 6.25 10.03 0.97  C49 1.090
96 H 18.22 8.77 4.09  C56 1.090
97 H 18.10 2.91 -12.75  C55 1.090
98 H 18.46 8.50 2.37  C56 1.090
99 H 15.03 1.51 -0.61  C34 1.090
100 H 21.69 3.88 -5.15  C36 1.090
101 H 16.61 10.81 4.89  C54 1.090
102 H 18.25 2.18 -9.05  C42 1.090
103 H 3.67 9.13 -8.36  C39 1.090
104 H 22.39 5.06 -4.12  C36 1.090
105 H 16.61 13.62 -0.14  C38 1.090
106 H 8.59 11.54 0.88  C35 1.090
107 H 13.27 6.71 -3.20  C48 1.090
108 H 9.39 1.91 -9.16  C31 1.090
109 H 14.89 1.36 1.02  C34 1.090
110 H 20.84 11.13 -5.98  C44 1.090
111 H 15.03 10.27 4.97  C54 1.090
112 H 9.43 5.96 0.97  C32 1.090
113 H 16.81 16.47 2.27  C30 1.090
114 H 19.39 11.08 -4.81  C44 1.090
115 H 15.77 -1.15 -1.70  C29 1.090
116 H 18.73 1.37 -12.12  C55 1.090
117 H 17.16 17.41 0.80  C30 1.090
118 H 3.41 8.81 -6.69  C39 1.090
119 H 5.16 10.31 2.36  C49 1.090
120 H 16.24 0.57 0.14  C34 1.090
121 H 16.58 2.00 -8.47  C42 1.090
122 H 10.44 6.99 -10.52  C51 1.090
123 H 4.45 10.20 -4.61  C47 1.090
124 H 21.60 1.93 -3.63  C46 1.090
125 H 8.57 18.49 -3.79  C37 1.090
126 H 5.06 11.82 -4.87  C47 1.090
127 H 5.07 4.48 -2.25  C45 1.090
128 H 9.56 8.54 -14.83  C52 1.090
129 H 3.11 5.38 0.03  C33 1.090
130 H 17.28 14.41 1.22  C38 1.090
131 H 14.12 -0.97 -2.28  C29 1.090
132 H 8.76 2.15 -6.51  C50 1.090
133 H 5.29 5.78 -3.29  C45 1.090
134 H 13.93 10.13 -3.23  C53 1.090
135 H 10.90 5.03 1.49  C32 1.090
136 H 19.16 10.84 -6.57  C44 1.090
137 H 8.33 8.32 -13.57  C52 1.090
138 H 10.80 0.92 -9.72  C31 1.090
139 H 20.95 5.47 -4.98  C36 1.090
140 H 18.35 10.12 2.95  C56 1.090

For the energy above the lowest of the compared OMol25 structures with the same formula, charge and spin, the calculation gives 480.6 kJ/mol. For the HOMO energy, the calculation gives -8.72 eV.

Atomic partial charges in e from the Mulliken method, atoms 1 to 8: 0.49, 0.50, 0.51, 0.51, 0.50, 0.50, 0.51, 0.48

---

Table of energy (Eh), in record order: -2615.6915, -7744.5493
Table of frontier orbital gap (eV), in record order: 9.87, 8.31
Table of LUMO (hartree), in record order: 0.0046, -0.0152